# C6H12O6S

A cluster of 2 separate species, C6H12O6S in total in a non-equilibrium geometry (ωB97M-V with the def2-TZVPD basis set, the OMol25 dataset).

Last column: Löwdin charge in e.
Element x y z (Å)
O: 0.089 1.313 -1.527  -0.23
H: 4.920 -0.716 2.724  0.08
O: -4.017 1.779 -0.961  -0.17
C: 3.842 -0.552 2.660  -0.16
H: 0.123 -0.645 -2.625  0.17
H: -3.914 0.386 0.960  0.11
H: -2.195 0.815 -2.985  0.14
O: 1.863 2.266 0.453  -0.33
C: -0.391 -0.089 -1.718  -0.28
H: 0.883 -1.773 -0.547  0.15
S: 1.443 1.090 -0.509  0.87
H: -0.842 -1.485 0.245  0.16
H: 3.615 0.023 1.759  0.06
O: 0.673 -0.027 0.560  -0.27
H: 3.505 -0.008 3.547  0.08
H: -4.350 -0.570 -0.859  0.10
C: -4.253 0.363 -0.160  -0.03
C: -2.709 0.976 -0.665  -0.19
O: 3.188 -1.806 2.598  -0.14
C: 0.024 -0.965 -0.386  -0.15
H: 2.233 -1.629 2.543  0.07
O: 2.784 0.679 -1.175  -0.30
C: -2.006 0.109 -2.056  -0.05
H: -1.922 1.374 0.227  0.17
H: -2.589 -0.905 -2.101  0.11

The structure (SMILES) is O=S1(=O)OC[C@@H](C[C@@H]2CO2)O1.CO. Its lowest unoccupied orbital energy is -0.369 eV. As for the largest force on an atom: 0.1601 Eh/bohr. The calculation puts the electronic energy at -1085.0973 a.u.